(one)
A single C5H8N2O2S molecule. Source: the OMol25 dataset; level of theory: wB97M-V/def2-TZVPD.

ORCA input file:
```
! wB97M-V def2-TZVPD RIJCOSX def2/J DEFGRID3
* xyz 0 1
C 2.96080 0.37034 0.36032
C 3.77950 -0.73533 0.04377
C -1.68632 1.23206 -0.46925
C -1.55588 0.21740 0.63217
C -1.21630 -1.07709 -0.05539
N 1.56920 0.19275 0.20307
N 1.05708 -1.03777 -0.08397
O 3.35947 1.43418 0.76859
O -0.08038 -0.92931 -0.91084
S 2.22733 -2.07796 -0.67223
H -0.76039 1.10866 -1.04268
H -2.59331 0.75825 -0.87395
H -1.80270 2.25606 -0.15394
H -2.56358 0.26882 1.07220
H -0.68002 0.44161 1.37176
H -0.93599 -1.87842 0.62051
H -1.97707 -1.42697 -0.72217
H 0.89854 0.88273 -0.08799
*
```

HOMO energy (spin up / spin down) in eV: -9.114 / -9.260

(two)
A single C5H8N2O2S molecule. Source: the OMol25 dataset; level of theory: wB97M-V/def2-TZVPD.

ORCA input file:
```
! wB97M-V def2-TZVPD RIJCOSX def2/J DEFGRID3
* xyz 0 1
C 0.42072 0.56846 -0.19895
C 0.57979 -1.23627 1.40990
C 0.15043 -1.69147 0.07583
C -0.29455 -0.35355 0.62773
C -1.77272 0.05473 0.85493
N 1.64672 0.79535 -0.27274
N -0.44787 1.72986 -1.13491
O 2.54150 0.99043 -2.62275
O 0.63869 2.49841 -1.69239
S 2.17162 1.86059 -1.49768
H 0.18281 -1.61630 2.30202
H 1.51272 -0.87605 1.53294
H 0.86808 -1.75945 -0.69709
H -0.60334 -2.46630 0.22067
H -2.19215 0.80899 0.18891
H -1.89018 0.25046 1.84943
H -2.54413 -0.73784 0.81404
H -0.96814 1.17996 -1.75987
*
```

HOMO energy in eV: -9.866

Most stable: (two). Least stable: (one).

(one)
A single C7H5N molecule. Source: the OMol25 dataset; level of theory: wB97M-V/def2-TZVPD.

ORCA input file:
```
! wB97M-V def2-TZVPD RIJCOSX def2/J DEFGRID3
* xyz 0 1
C 2.13336 -1.75133 0.35160
C 1.50623 -0.70362 0.05388
C 0.80184 0.39736 -0.30848
C 1.37386 1.68747 -0.31464
C -0.69749 0.39961 -0.05353
C -1.30373 1.51786 0.47716
C -1.54239 -0.70389 -0.24216
N -2.38202 -1.54602 -0.15571
H 2.86309 -2.54851 0.30175
H 0.70663 2.48151 -0.50074
H 2.50097 1.93331 -0.11517
H -0.70980 2.45140 0.80591
H -2.31681 1.44366 0.81519
*
```

Structure (SMILES): C#CC(=C)C(=C)C#N
HOMO energy in eV: -9.132

(two)
A 2-piece molecular cluster, C7H5N overall. Source: the OMol25 dataset; level of theory: wB97M-V/def2-TZVPD.

ORCA input file:
```
! wB97M-V def2-TZVPD RIJCOSX def2/J DEFGRID3
* xyz 0 1
C 0.35110 2.21791 -0.75764
C -0.02964 1.65151 0.24778
C -0.05276 1.22239 1.57987
N -0.43560 1.20469 2.67117
H 0.56577 2.63143 -1.70508
C 0.86555 -1.32545 1.52533
C 0.64900 -1.52010 0.34838
C 0.18968 -1.30354 -0.96023
C -1.00640 -0.72160 -1.17129
H 1.06453 -1.48184 2.54598
H 0.93477 -1.39058 -1.74952
H -1.77374 -0.73507 -0.41029
H -1.32227 -0.44974 -2.16446
*
```

Structure (SMILES): C#CC#N.C#CC=C
HOMO energy in eV: -9.158

Most stable: (one). Least stable: (two).